Record 1
Computed, not measured: C8H15N3O4S in the gas phase at a distorted geometry, with the ωB97M-V functional and the def2-TZVPD basis.

Results
LUMO = 0.431 eV
Frontier orbital gap = 9.56 eV
2S+1 = 1
Highest occupied orbital energy = -9.13 eV
Total charge = 0
SMILES = NC(=O)CC[C@H](NC(=O)[C@@H](N)CS)C(=O)O
ΔE to the lowest compared entry with this formula, charge and spin = 0.545 eV

XYZ file:
```
31
Properties=species:S:1:pos:R:3:lowdin_charge:R:1
S -5.562 0.206 -0.147 0.701
O -1.278 -1.242 -0.912 0.049
O -0.453 1.860 -0.778 0.134
O 1.734 2.306 -0.783 0.124
O 3.738 1.106 0.542 0.015
N 4.817 -0.852 0.469 0.197
N -0.475 -0.116 0.903 0.098
N -2.996 0.961 1.222 0.017
C 0.653 1.575 -0.475 -0.464
C -1.490 -0.567 0.084 -0.412
C -2.968 -0.235 0.423 -0.447
C -3.855 -0.198 -0.777 -0.477
C 2.896 -0.663 -0.900 -0.096
C 1.458 -0.913 -0.340 -0.106
C 0.843 0.288 0.391 -0.196
C 3.843 -0.053 0.083 -0.520
H -5.511 -0.834 0.758 -0.109
H 4.859 -1.787 0.092 0.118
H -3.331 -1.103 0.990 0.136
H 2.874 0.046 -1.731 0.130
H 3.274 -1.613 -1.305 0.118
H -0.827 0.510 1.633 0.130
H -3.814 -1.137 -1.330 0.084
H 1.505 -1.738 0.404 0.134
H -3.952 1.156 1.521 0.033
H 1.469 0.545 1.221 0.138
H 0.797 -1.306 -1.150 0.119
H 2.509 1.941 -0.309 0.052
H 5.525 -0.483 1.062 0.119
H -3.590 0.606 -1.432 0.074
H -2.693 1.732 0.572 0.107
```

---

Record 2
Computed, not measured: a molecular structure, C27H20N4OV at a distorted geometry, with the ωB97M-V functional and the def2-TZVPD basis.

Results
LUMO (alpha / beta) = -0.047 / -0.030 eV
Frontier orbital gap (alpha / beta) = 5.34 / 5.44 eV
⟨S²⟩ = 0.785
2S+1 = 2
Highest occupied orbital energy (alpha / beta) = -5.39 / -5.47 eV
Total charge = 0

XYZ file:
```
53
Properties=species:S:1:pos:R:3:mulliken_spin:R:1
V -0.525 0.055 0.458 0.758
O -3.342 1.185 2.954 0.005
N -1.002 1.933 0.401 -0.066
N -2.107 -0.034 1.440 -0.029
N 1.295 0.089 -0.090 0.032
N -0.716 -1.897 0.518 -0.040
C -2.383 3.561 1.506 -0.026
C -1.613 -4.513 0.135 0.032
C -0.835 -0.050 -4.295 0.002
C 2.315 0.137 0.807 0.024
C 0.370 -0.084 -3.623 0.008
C -0.818 -0.036 -1.494 -0.013
C 4.397 0.258 2.679 -0.009
C 2.038 0.278 2.180 -0.001
C 3.671 0.046 0.389 -0.014
C -2.011 -0.015 -2.194 -0.019
C -1.830 -2.341 1.126 0.049
C 3.064 0.351 3.094 0.028
C 2.889 -0.170 -1.876 -0.039
C -2.299 -3.635 0.966 -0.019
C -0.458 -4.054 -0.486 -0.017
C -0.508 2.914 -0.357 0.068
C -1.858 4.571 0.720 0.041
C -0.908 4.232 -0.243 -0.023
C 4.695 0.103 1.349 0.012
C -2.550 1.083 2.012 -0.004
C -0.040 -2.759 -0.255 0.056
C 0.383 -0.065 -2.227 -0.009
C 1.574 -0.044 -1.405 0.082
C 3.933 -0.122 -0.990 0.066
C -2.531 -1.302 1.951 0.000
C -1.955 2.255 1.299 0.067
C -2.026 -0.009 -3.581 0.009
H -0.478 4.988 -0.884 -0.001
H 0.998 0.329 2.511 -0.023
H 0.869 -2.384 -0.713 -0.001
H 4.955 -0.204 -1.326 0.005
H -3.199 -3.945 1.474 -0.001
H 0.110 -4.689 -1.147 0.000
H 5.718 0.016 1.011 0.000
H 3.073 -0.316 -2.930 -0.001
H -2.253 -1.408 3.017 0.001
H 2.845 0.476 4.146 0.002
H 5.193 0.295 3.407 0.000
H -3.623 -1.419 1.898 0.001
H -0.847 -0.044 -5.376 0.001
H -3.126 3.744 2.268 -0.001
H -2.944 0.013 -1.637 0.001
H 0.219 2.625 -1.109 0.002
H -2.183 5.594 0.838 0.004
H -2.967 0.040 -4.111 0.001
H 1.295 -0.111 -4.181 0.001
H -1.964 -5.521 -0.028 0.003
```

---

Record 3
Computed, not measured: C3H4BrNO in the gas phase at a distorted geometry, with the ωB97M-V functional and the def2-TZVPD basis.

Results
LUMO = 0.131 eV
Frontier orbital gap = 8.87 eV
2S+1 = 1
Highest occupied orbital energy = -8.74 eV
Total charge = 0
SMILES = Br[C@@H]1C=CON1
ΔE to the lowest compared entry with this formula, charge and spin = 2.319 eV

XYZ file:
```
10
Properties=species:S:1:pos:R:3:lowdin_charge:R:1
Br -2.725 0.108 -0.002 0.108
O 0.713 -1.204 -0.609 -0.039
N 0.140 -0.992 0.664 -0.004
C -0.474 0.228 0.724 -0.413
C 0.325 1.007 -0.263 -0.059
C 0.983 0.106 -1.052 -0.032
H 1.626 0.039 -1.882 0.117
H -0.171 -1.848 1.036 0.141
H -0.814 0.514 1.723 0.093
H 0.398 2.042 -0.340 0.088
```

---

Record 4
Computed, not measured: C4H9N3O in the gas phase at a distorted geometry, with the ωB97M-V functional and the def2-TZVPD basis.

Results
LUMO = 1.053 eV
Frontier orbital gap = 9.42 eV
2S+1 = 1
Highest occupied orbital energy = -8.37 eV
Total charge = 0
SMILES = C[C@H]1CN1/N=C/NO
ΔE to the lowest compared entry with this formula, charge and spin = 7.474 eV

XYZ file:
```
17
Properties=species:S:1:pos:R:3:lowdin_charge:R:1
O 3.441 0.778 -0.489 -0.096
N 0.924 0.119 0.169 -0.055
N -0.307 -0.447 0.585 -0.092
N 3.100 -0.516 -0.153 -0.101
C -1.213 0.322 -0.446 -0.285
C 1.905 -0.738 0.322 -0.231
C -2.630 -0.339 -0.760 -0.061
C -1.078 0.722 0.959 -0.194
H -0.534 0.807 -1.097 0.097
H -3.001 -0.532 0.285 0.044
H -2.134 0.097 1.382 0.149
H 1.737 -1.879 0.604 0.174
H -3.252 0.531 -1.021 0.064
H 2.426 1.250 -0.591 0.187
H 3.928 -0.729 0.376 0.140
H -2.694 -1.197 -1.554 0.103
H -0.619 1.751 1.430 0.158
```

---

Record 5
Computed, not measured: a molecular structure, C4H7NO2 at a distorted geometry, with the ωB97M-V functional and the def2-TZVPD basis.

Results
LUMO = 0.006 eV
Frontier orbital gap = 7.09 eV
2S+1 = 1
Highest occupied orbital energy = -7.08 eV
Total charge = 0
ΔE to the lowest compared entry with this formula, charge and spin = 4.690 eV

XYZ file:
```
14
Properties=species:S:1:pos:R:3:lowdin_charge:R:1
O -0.477 0.803 1.071 0.091
O -1.223 -0.897 -2.407 -0.224
N 1.753 0.803 1.560 0.234
C -1.422 0.113 -1.653 -0.453
C 0.471 -0.818 0.015 -0.059
C -1.006 -0.374 0.032 -0.018
C 0.694 0.333 0.923 -0.406
H 2.679 0.452 1.369 0.135
H -1.598 -0.986 0.734 0.126
H -0.697 0.978 -1.741 0.090
H -2.449 0.551 -1.584 0.088
H 0.862 -0.757 -1.004 0.127
H 1.644 1.569 2.212 0.137
H 0.768 -1.769 0.473 0.132
```

---

Record 6
Computed, not measured: a molecular structure, C24H43ClP2Zr at a distorted geometry, with the ωB97M-V functional and the def2-TZVPD basis.

Results
LUMO (alpha / beta) = -7.500 / -7.502 eV
Frontier orbital gap (alpha / beta) = 4.37 / 4.37 eV
2S+1 = 1
Highest occupied orbital energy (alpha / beta) = -11.87 / -11.87 eV
Total charge = +2
ΔE to the lowest compared entry with this formula, charge and spin = 6.809 eV

XYZ file:
```
71
Properties=species:S:1:pos:R:3:lowdin_charge:R:1
Zr -1.381 0.897 0.069 1.543
Cl -0.922 -2.002 0.787 0.599
P -3.964 -0.254 -2.861 0.922
P -2.895 -1.493 -5.285 0.880
C -2.425 -3.062 -2.463 -0.141
C 1.086 -2.378 -2.860 -0.094
C -1.570 3.837 0.979 -0.003
C -2.572 -1.534 -2.347 -0.410
C -2.197 -0.825 1.280 -0.661
C -1.222 -3.391 -3.368 -0.202
C -1.614 -0.610 -2.892 -0.297
C 2.185 0.703 -0.675 -0.016
C -3.788 1.402 -3.573 -0.161
C 0.303 2.478 -0.230 -0.304
C -4.486 -1.173 -4.388 -0.429
C 1.373 -0.234 2.119 -0.035
C -3.185 -3.130 -6.061 -0.238
C 0.653 0.829 1.359 -0.312
C -0.288 1.763 1.901 -0.325
C -3.048 -0.491 -6.816 -0.242
C 0.141 -3.317 -2.694 -0.090
C -0.506 2.798 0.922 -0.342
C -0.843 1.689 3.282 -0.012
C 0.895 -1.007 -3.465 -0.165
C -0.543 -0.568 -3.899 -0.287
C 0.993 1.243 0.040 -0.289
C -5.403 -0.407 -1.785 -0.171
C 0.412 3.287 -1.492 0.004
H 3.119 0.911 -0.126 0.120
H -3.368 -3.530 -2.781 0.116
H -1.488 0.321 -2.226 0.019
H -3.801 -3.793 -5.445 0.051
H 1.538 -0.908 -4.355 0.127
H -2.738 1.655 -3.756 0.051
H 0.364 4.360 -1.246 0.103
H 2.154 -2.620 -2.595 0.129
H -1.229 -2.702 -4.213 0.022
H -1.203 4.787 0.568 0.110
H -5.712 0.583 -1.421 0.058
H 1.370 3.075 -1.994 0.097
H -2.264 -3.459 -1.447 0.104
H -3.475 0.500 -6.627 0.036
H -4.227 2.129 -2.879 0.060
H -1.896 3.994 2.015 0.099
H -4.340 1.472 -4.527 0.071
H -0.106 2.068 4.005 0.116
H 2.275 1.148 -1.667 0.074
H -0.391 3.074 -2.225 0.086
H -3.695 -2.971 -7.020 0.042
H 2.103 -0.384 -0.807 0.082
H 1.224 -0.231 -2.761 0.063
H -2.046 -0.374 -7.249 0.054
H -3.127 -1.226 0.854 -0.014
H 2.242 0.199 2.641 0.121
H -4.987 -2.128 -4.114 0.075
H -1.082 0.662 3.575 0.077
H -5.182 -1.055 -0.920 0.061
H -1.748 2.289 3.374 0.085
H -3.681 -1.024 -7.540 0.046
H -0.789 -1.060 -4.882 0.050
H 1.747 -1.017 1.445 0.078
H -2.451 3.538 0.371 0.090
H -6.246 -0.849 -2.344 0.078
H -5.178 -0.553 -5.006 0.076
H -2.224 -3.618 -6.267 0.056
H -2.803 -1.343 -1.263 0.048
H -0.530 0.510 -4.186 0.121
H -1.342 -4.376 -3.834 0.129
H -2.239 -0.792 2.385 0.014
H 0.722 -0.692 2.864 0.079
H 0.366 -4.229 -2.121 0.115
```

---

> Look up the 2S+1 of the third one.

1